1.
# C9H10N4O2

C9H10N4O2 in the gas phase in a non-equilibrium geometry (ωB97M-V/def2-TZVPD, the Open Molecules 2025 dataset).

Each line ends with the Löwdin charge.
Positions of all 25 atoms, in Å:
O 2.85 -1.96 1.57  -0.14
C 3.30 -1.03 0.57  -0.25
C 2.60 -1.30 -0.90  -0.09
O 1.29 -0.70 -0.60  -0.12
C 1.12 0.70 -0.39  -0.38
N 2.01 1.73 -0.60  0.11
N 1.17 2.76 -0.05  -0.02
N -0.10 2.33 0.22  0.05
N -0.12 1.01 -0.09  -0.01
C -1.48 0.35 -0.07  -0.15
C -2.49 0.79 0.90  0.00
C -3.75 0.07 0.74  -0.03
C -3.76 -1.36 0.15  -0.06
C -2.85 -1.58 -0.87  -0.06
C -1.62 -0.74 -0.88  -0.01
H 1.79 -1.77 1.80  0.18
H 3.30 0.16 0.94  0.15
H 4.41 -1.05 0.39  0.10
H 2.40 -2.30 -1.19  0.09
H 3.31 -0.87 -1.81  0.17
H -2.54 1.63 1.68  0.13
H -4.30 0.36 1.52  0.03
H -4.84 -1.67 0.01  0.11
H -3.01 -2.43 -1.50  0.09
H -0.78 -1.02 -1.44  0.09

Output
E_tot (eV): -19543.58160
HOMO energy (eV): -9.618
Gap between HOMO and LUMO (hartree): 0.357
SMILES: OCCOc1nnnn1-c1ccccc1

2.
# C14H23BClN7

8 unconnected molecules or ions with the total composition C14H23BClN7 in a non-equilibrium geometry (ωB97M-V/def2-TZVPD, the Open Molecules 2025 dataset).

Each line ends with the Löwdin charge.
Positions of all 46 atoms, in Å:
C 0.58 -3.02 -1.11  -0.06
C -0.01 -1.74 -0.74  -0.24
N -0.48 -0.73 -0.46  0.13
H 0.06 -3.82 -0.60  0.02
H 0.50 -3.17 -2.19  0.09
H 1.63 -3.04 -0.83  0.05
C -2.68 -3.82 1.46  -0.07
C -2.00 -4.81 0.62  -0.28
N -1.47 -5.58 -0.03  0.13
H -3.63 -3.55 1.02  0.04
H -2.85 -4.23 2.45  0.09
H -2.06 -2.93 1.55  0.08
C -1.33 2.14 1.43  -0.08
C -2.40 2.77 2.20  -0.29
N -3.23 3.27 2.80  0.12
H -0.44 2.03 2.05  0.08
H -1.64 1.16 1.08  0.05
H -1.08 2.77 0.57  0.05
C -2.98 6.73 1.05  -0.06
C -2.26 5.83 0.15  -0.28
N -1.70 5.11 -0.53  0.13
H -3.96 6.97 0.62  0.08
H -3.13 6.25 2.01  0.07
H -2.41 7.65 1.18  0.08
C 6.36 2.54 -3.21  -0.08
C 7.44 2.60 -2.23  -0.29
N 8.28 2.65 -1.46  0.12
H 5.41 2.82 -2.75  0.04
H 6.57 3.22 -4.03  0.08
H 6.27 1.52 -3.60  0.08
C -5.66 -1.08 -0.18  -0.06
C -5.32 -1.54 1.17  -0.28
N -5.05 -1.89 2.22  0.14
H -6.12 -1.89 -0.74  0.08
H -6.35 -0.24 -0.12  0.08
H -4.75 -0.76 -0.70  0.08
C 4.62 -4.29 0.56  -0.06
C 3.20 -4.55 0.83  -0.27
N 2.10 -4.75 1.04  0.15
H 5.15 -4.14 1.50  0.08
H 5.05 -5.14 0.03  0.08
H 4.72 -3.40 -0.05  0.08
B 1.66 1.49 -0.87  -0.48
Cl 2.71 1.71 -2.31  0.54
H 0.61 1.02 -1.01  -0.07
H 2.05 1.87 0.18  -0.02

Output
E_tot (eV): -38518.42874
HOMO energy (eV): -10.842
Gap between HOMO and LUMO (hartree): 0.398
SMILES: CC#N.CC#N.CC#N.CC#N.CC#N.CC#N.CC#N.BCl

3.
# C28H28N15O3Ti

A molecular structure, C28H28N15O3Ti in a non-equilibrium geometry (ωB97M-V/def2-TZVPD, the Open Molecules 2025 dataset).

Each line ends with the Löwdin charge.
Positions of all 75 atoms, in Å:
Ti -0.02 0.36 1.44  1.08
C -1.20 4.31 -0.14  -0.04
C -1.24 2.97 0.54  -0.30
N -0.13 2.25 0.79  -0.11
N 1.08 2.85 0.56  0.10
C 1.97 2.22 1.27  -0.44
O 1.64 1.24 2.06  -0.14
C 3.40 2.59 1.16  -0.14
C 4.35 1.88 1.89  -0.02
C 5.69 2.20 1.78  -0.09
C 6.10 3.22 0.95  -0.11
C 5.16 3.93 0.21  -0.10
C 3.82 3.62 0.31  -0.03
C -2.36 2.33 1.02  -0.26
C -3.70 2.83 0.91  -0.04
C -4.72 2.19 1.52  -0.11
C -4.44 1.01 2.27  -0.12
C -3.16 0.54 2.29  -0.18
N -2.09 1.13 1.67  -0.01
H -0.29 4.83 0.13  0.06
H -1.21 4.21 -1.23  0.08
H -2.05 4.92 0.16  0.06
H 4.01 1.08 2.53  0.12
H 6.42 1.64 2.36  0.10
H 7.16 3.47 0.86  0.09
H 5.48 4.73 -0.45  0.09
H 3.07 4.15 -0.26  0.11
H -3.87 3.72 0.33  0.10
H -5.74 2.57 1.45  0.09
H -5.20 0.48 2.81  0.09
H -2.94 -0.37 2.83  0.08
N -1.14 -3.76 2.38  0.13
C -0.80 -2.54 2.90  -0.45
N -0.27 -2.48 4.13  0.05
N -0.09 -1.19 4.38  -0.03
N -0.53 -0.49 3.39  -0.14
N -1.01 -1.32 2.41  -0.06
C -1.04 -4.22 1.07  -0.49
N -1.07 -5.53 0.83  0.00
N -1.04 -5.62 -0.50  -0.13
N -1.00 -4.43 -1.01  -0.15
N -1.00 -3.49 -0.03  0.01
H -0.92 -4.50 3.04  0.12
N -2.83 -2.51 -2.27  0.05
C -1.79 -1.53 -2.72  -0.12
C -2.39 -0.15 -2.74  -0.20
N -2.92 0.20 -1.43  -0.02
C -3.98 -0.70 -1.01  -0.20
C -3.48 -2.14 -0.96  -0.11
H -2.36 -3.42 -2.18  0.11
H -3.56 -2.56 -2.99  0.17
H -1.42 -1.88 -3.69  0.13
H -0.99 -1.60 -1.98  0.10
H -3.19 -0.06 -3.49  0.12
H -1.61 0.56 -3.00  0.10
H -2.17 0.13 -0.76  0.09
H -4.83 -0.59 -1.70  0.12
H -4.32 -0.42 -0.02  0.10
H -4.25 -2.88 -0.75  0.13
H -2.68 -2.22 -0.22  0.09
O 1.46 -1.28 1.26  0.02
C 1.60 -0.98 0.07  -0.43
N 0.70 -0.14 -0.51  0.08
C 1.10 0.12 -1.81  -0.41
O 0.54 0.81 -2.63  0.08
C 2.37 -0.67 -2.05  -0.08
C 3.17 -0.77 -3.16  0.00
C 4.30 -1.59 -3.07  -0.07
C 4.60 -2.27 -1.89  -0.07
C 3.79 -2.15 -0.77  0.01
C 2.68 -1.34 -0.88  -0.07
H 2.93 -0.23 -4.07  0.12
H 4.95 -1.70 -3.92  0.10
H 5.48 -2.89 -1.85  0.10
H 4.01 -2.68 0.15  0.12

Output
E_tot (eV): -81103.17375
HOMO energy (alpha / beta) (eV): -3.153 / -3.147
Gap between HOMO and LUMO (alpha / beta) (hartree): 0.193 / 0.193
Total charge: -1

4.
# C2HNO2S

2 unconnected molecules or ions with the total composition C2HNO2S in a non-equilibrium geometry (ωB97M-V/def2-TZVPD, the Open Molecules 2025 dataset).

Each line ends with the Löwdin charge.
Positions of all 7 atoms, in Å:
C -1.04 0.11 1.12  0.03
C 1.38 -0.57 0.46  -0.94
N -1.24 0.18 -0.02  -0.14
O 1.60 0.35 -0.22  0.08
O -1.29 0.48 -1.31  0.08
S 1.40 -1.80 1.38  0.81
H -0.80 1.25 -1.41  0.09

Output
E_tot (eV): -18506.87930
HOMO energy (eV): -10.321
Gap between HOMO and LUMO (hartree): 0.392

5.
# C18H25AsBaBr2F6N4O2

A molecular structure, C18H25AsBaBr2F6N4O2 in a non-equilibrium geometry (ωB97M-V/def2-TZVPD, the Open Molecules 2025 dataset).

Each line ends with the Mulliken spin population.
Positions of all 59 atoms, in Å:
Ba -0.76 -0.14 -0.67  0.00
C -1.45 -0.90 3.00  0.00
C -1.86 0.55 2.67  0.00
N -0.86 1.23 1.85  0.00
C 0.40 1.51 2.55  0.00
C 1.60 1.10 1.70  0.00
N 1.43 -0.25 1.17  0.00
C 1.48 -1.30 2.19  0.00
C 0.32 -2.29 2.01  0.00
N -0.95 -1.60 1.82  0.00
H -0.69 -0.89 3.78  0.00
H -2.34 -1.39 3.41  0.00
H -2.78 0.52 2.09  0.00
H -2.06 1.09 3.61  0.00
H -1.26 2.11 1.55  0.00
H 0.50 2.57 2.80  0.00
H 0.41 0.96 3.49  0.00
H 1.69 1.77 0.85  0.00
H 2.51 1.18 2.32  0.00
H 2.14 -0.42 0.48  0.00
H 2.41 -1.87 2.14  0.00
H 1.43 -0.85 3.18  0.00
H 0.50 -2.89 1.12  0.00
H 0.29 -2.97 2.87  0.00
H -1.63 -2.28 1.53  0.00
Br -1.59 3.67 -3.87  0.04
C 0.01 2.73 -4.05  0.19
C 0.79 2.88 -5.18  -0.08
C 1.98 2.18 -5.32  0.27
Br 3.06 2.53 -6.83  0.05
C 2.39 1.23 -4.34  -0.01
C 3.55 0.45 -4.41  0.06
C 3.80 -0.47 -3.42  -0.02
C 2.88 -0.62 -2.39  0.03
N 1.82 0.14 -2.26  0.00
C 1.57 1.06 -3.20  0.10
C 0.38 1.88 -2.96  0.12
O -0.26 1.82 -1.90  0.24
H 0.48 3.57 -5.96  0.00
H 4.24 0.57 -5.24  0.01
H 4.70 -1.07 -3.44  0.00
H 3.01 -1.40 -1.64  0.00
C -5.18 0.83 -0.66  0.00
C -3.83 1.48 -0.61  0.00
C -3.78 2.96 -0.78  0.00
O -2.82 0.83 -0.42  0.00
H -5.98 1.56 -0.69  0.00
H -5.30 0.17 0.20  0.00
H -5.23 0.20 -1.54  0.00
H -4.19 3.24 -1.76  0.00
H -2.76 3.32 -0.72  0.00
H -4.40 3.44 -0.02  0.00
F 0.31 -1.96 -1.24  0.00
As -0.92 -2.35 -2.52  0.00
F 0.33 -2.39 -3.71  0.00
F -1.10 -0.59 -2.80  0.00
F -2.19 -2.63 -3.63  0.00
F -2.08 -2.05 -1.15  0.00
F -0.76 -4.00 -2.10  0.00

Output
E_tot (eV): -247047.86896
HOMO energy (alpha / beta) (eV): -11.311 / -11.880
Gap between HOMO and LUMO (alpha / beta) (hartree): 0.298 / 0.236
Spin multiplicity: 2
Total charge: +1

6.
# C19H28BeIO2

A molecular structure, C19H28BeIO2 in a non-equilibrium geometry (ωB97M-V/def2-TZVPD, the Open Molecules 2025 dataset).

Each line ends with the Löwdin charge.
Positions of all 51 atoms, in Å:
O 1.38 -0.32 1.77  -0.13
C 1.25 -0.08 0.30  -0.15
C 2.71 -0.44 -0.04  -0.07
H 0.88 0.93 0.16  0.05
H 0.42 -0.73 -0.04  0.09
C 2.73 -0.78 1.46  -0.55
H 3.41 0.37 -0.30  0.11
H 2.74 -1.36 -0.67  0.11
C 3.71 0.08 2.28  -0.02
H 3.74 1.11 1.90  0.07
H 4.73 -0.29 2.14  0.07
H 3.50 0.17 3.36  0.09
C 2.73 -2.31 1.51  -0.02
H 2.26 -2.71 0.60  0.08
H 2.27 -2.85 2.35  0.09
H 3.76 -2.66 1.44  0.07
Be -2.99 0.17 -0.68  0.04
C -2.65 -4.04 -1.33  -0.17
C -3.40 -2.87 -1.57  -0.18
C -2.47 -1.75 -1.65  -0.23
H -4.48 -2.78 -1.64  0.08
C -1.17 -2.30 -1.59  -0.18
C -1.27 -3.70 -1.45  -0.17
H -0.43 -4.38 -1.49  0.06
H -3.04 -5.03 -1.12  0.07
H -2.68 -0.71 -1.98  0.02
H -0.26 -1.71 -1.66  0.06
C -3.48 -1.47 1.07  -0.16
C -2.30 -2.09 1.50  -0.13
C -1.34 -1.09 1.80  -0.13
H -2.12 -3.16 1.63  0.09
C -1.88 0.18 1.47  -0.14
C -3.28 -0.03 1.11  -0.35
H -4.06 0.73 1.18  0.06
H -4.41 -1.97 0.79  0.09
H -0.40 -1.34 2.29  0.09
H -1.41 1.15 1.67  0.09
O -0.05 2.69 -0.35  -0.17
C 1.43 2.73 -0.49  -0.20
C 1.90 4.07 -1.03  -0.17
H 1.66 1.96 -1.26  0.12
H 1.92 2.43 0.46  0.13
C 0.63 4.60 -1.67  -0.16
H 2.67 3.88 -1.76  0.10
H 2.33 4.67 -0.23  0.11
C -0.49 3.60 -1.36  -0.25
H 0.78 4.62 -2.75  0.10
H 0.43 5.61 -1.32  0.10
H -0.69 2.96 -2.24  0.10
H -1.45 4.05 -1.06  0.06
I -3.81 2.17 -1.51  0.32

Output
E_tot (eV): -32752.33804
HOMO energy (eV): -3.409
Gap between HOMO and LUMO (hartree): 0.218
Total charge: -1

7.
# C15H23N5O4

C15H23N5O4 in the gas phase in a non-equilibrium geometry (ωB97M-V/def2-TZVPD, the Open Molecules 2025 dataset).

Each line ends with the Löwdin charge.
Positions of all 47 atoms, in Å:
H -2.37 4.67 -0.46  0.07
N -2.11 4.18 0.44  0.10
C -2.76 3.08 0.73  -0.57
N -3.74 2.64 -0.10  0.09
N -2.50 2.22 1.83  0.03
C -1.34 2.58 2.59  -0.24
C -0.73 1.34 3.33  -0.13
C -0.27 0.32 2.20  -0.15
C 0.68 -0.82 2.56  -0.30
N 2.05 -0.25 2.76  0.06
C 0.65 -1.82 1.43  -0.48
O -0.23 -2.64 1.36  0.09
N 1.58 -1.61 0.46  0.09
C 1.76 -2.43 -0.71  -0.19
C 1.79 -1.54 -1.97  -0.08
C 0.67 -0.54 -2.27  -0.24
C -0.29 -0.73 -3.25  -0.04
C -1.43 0.08 -3.38  -0.01
C -1.54 1.13 -2.48  -0.30
O -2.69 1.92 -2.68  0.00
C -0.51 1.45 -1.61  0.00
C 0.60 0.58 -1.50  -0.04
C 3.14 -3.13 -0.46  -0.44
O 3.71 -3.13 0.58  0.13
O 3.70 -3.61 -1.62  0.09
H -4.15 3.50 -0.47  0.11
H -4.53 2.26 0.44  0.12
H -2.86 1.25 2.04  0.17
H -1.50 3.42 3.28  0.13
H -0.65 2.86 1.89  0.06
H 0.07 1.69 3.89  0.08
H -1.45 0.90 4.02  0.11
H 0.27 0.85 1.35  0.12
H -1.16 -0.09 1.70  0.12
H 0.26 -1.34 3.45  0.16
H 2.50 -0.54 3.64  0.09
H 1.93 0.74 2.96  0.06
H 2.42 -1.11 0.78  0.13
H 0.97 -3.20 -0.65  0.17
H 2.66 -0.96 -1.76  0.11
H 1.91 -2.28 -2.84  0.14
H -0.13 -1.52 -3.99  0.11
H -2.22 -0.13 -4.17  0.14
H -2.85 2.23 -1.78  0.02
H -0.60 2.25 -0.92  0.09
H 1.49 0.66 -0.91  0.10
H 4.58 -3.96 -1.40  0.12

Output
E_tot (eV): -31568.67077
HOMO energy (eV): -8.511
Gap between HOMO and LUMO (hartree): 0.334
SMILES: [H]/N=C(\N)NCCC[C@H](N)C(=O)N[C@@H](Cc1ccc(O)cc1)C(=O)O

8.
# C28H47BN10S3Si2TeW

A molecular structure, C28H47BN10S3Si2TeW in a non-equilibrium geometry (ωB97M-V/def2-TZVPD, the Open Molecules 2025 dataset).

Each line ends with the Mulliken spin population.
Positions of all 93 atoms, in Å:
W 0.10 0.74 0.15  1.97
C -4.31 -0.47 -1.94  0.00
N -3.28 -1.44 -2.28  0.00
C -3.55 -2.72 -2.73  0.00
C -2.35 -3.26 -3.06  0.00
N -1.37 -2.32 -2.84  0.00
B 0.10 -2.77 -3.23  0.00
N 1.10 -1.56 -3.23  -0.01
C 1.82 -1.10 -4.30  0.01
C 2.75 -0.23 -3.83  0.00
N 2.58 -0.16 -2.46  -0.01
C 3.45 0.60 -1.56  0.00
C 1.56 -0.98 -2.13  0.05
S 0.97 -1.34 -0.52  -0.13
C -1.95 -1.23 -2.34  0.02
S -1.31 0.36 -1.96  -0.05
H -5.27 -0.98 -1.89  0.00
H -4.37 0.31 -2.71  0.00
H -4.10 -0.01 -0.98  0.00
H -4.54 -3.11 -2.79  0.00
H -2.12 -4.23 -3.46  0.00
H 0.06 -3.20 -4.35  0.00
H 0.48 -3.56 -2.41  0.00
H 1.62 -1.43 -5.30  0.00
H 3.51 0.33 -4.34  0.00
H 4.01 1.32 -2.15  0.00
H 4.13 -0.07 -1.04  0.00
H 2.87 1.13 -0.82  0.02
C -3.98 1.78 3.89  0.00
Si -3.04 0.30 3.28  0.01
C -3.37 -1.29 4.17  0.00
C -3.39 0.04 1.44  0.01
C -1.20 0.72 3.48  0.11
Te 0.21 -0.67 2.62  -0.14
C 1.45 -0.62 4.38  0.01
Si 2.82 0.57 5.03  0.00
C 4.53 0.08 4.47  0.00
C 2.45 2.27 4.41  0.00
C 2.63 0.41 6.87  0.00
H -5.06 1.64 3.82  0.00
H -3.70 2.67 3.33  0.00
H -3.74 1.97 4.94  0.00
H -4.41 -1.61 4.04  0.00
H -3.19 -1.19 5.25  0.00
H -2.72 -2.09 3.79  0.00
H -4.07 -0.80 1.29  0.00
H -2.49 -0.19 0.87  -0.01
H -3.85 0.93 1.01  0.00
H -0.97 0.73 4.55  0.01
H -0.97 1.72 3.08  -0.08
H 1.85 -1.64 4.36  0.00
H 0.64 -0.60 5.12  0.00
H 4.64 0.14 3.39  0.00
H 4.79 -0.93 4.79  0.00
H 5.25 0.77 4.93  0.00
H 2.49 2.27 3.32  0.00
H 3.19 3.00 4.77  0.00
H 1.46 2.62 4.73  0.00
H 2.80 -0.62 7.20  0.00
H 1.64 0.72 7.19  0.00
H 3.36 1.05 7.38  0.00
C 4.86 -5.19 2.88  0.00
N 4.59 -3.83 2.41  0.00
C 3.37 -3.30 2.30  0.00
N 2.33 -4.08 2.61  0.00
S 3.18 -1.69 1.78  -0.01
H 5.94 -5.33 2.91  0.00
H 4.45 -5.93 2.19  0.00
H 4.47 -5.35 3.88  0.00
H 5.36 -3.22 2.22  0.00
H 2.44 -5.04 2.86  0.00
H 1.40 -3.75 2.41  0.00
N 0.90 2.27 1.07  0.03
C 0.92 3.30 1.65  0.12
C 0.65 4.40 2.36  -0.01
C 1.63 5.31 2.87  0.01
N 2.42 6.04 3.29  0.00
C -0.76 4.51 2.61  0.00
N -1.90 4.44 2.70  0.00
N -1.52 2.44 -0.02  0.03
C -1.05 3.59 -0.81  0.00
C -1.68 4.82 -0.66  0.00
C -1.26 5.90 -1.42  0.00
C -0.21 5.76 -2.32  0.00
C 0.42 4.53 -2.46  0.02
C -0.01 3.45 -1.71  0.00
H -2.31 2.03 -0.51  0.01
H -1.88 2.80 0.87  0.00
H -2.49 4.93 0.06  0.00
H -1.76 6.85 -1.32  0.00
H 0.12 6.61 -2.90  0.00
H 1.25 4.42 -3.15  0.00
H 0.46 2.48 -1.87  0.01

Output
E_tot (eV): -102744.02678
HOMO energy (alpha / beta) (eV): -12.993 / -13.109
Gap between HOMO and LUMO (alpha / beta) (hartree): 0.190 / 0.225
Spin multiplicity: 3
Total charge: +2

9.
# C3H2AuO4

A molecular structure, C3H2AuO4 in a non-equilibrium geometry (ωB97M-V/def2-TZVPD, the Open Molecules 2025 dataset).

Each line ends with the Mulliken spin population.
Positions of all 10 atoms, in Å:
C 0.85 -0.15 1.53  -0.09
C 0.26 -1.32 0.31  0.42
O -0.90 -1.33 0.00  0.10
O 1.99 -0.25 1.88  0.48
H 0.05 0.21 2.21  0.06
H 0.94 -0.56 -0.52  0.14
O -0.40 1.52 -1.36  -0.02
O -1.47 0.93 -1.92  0.29
C 0.71 1.55 -0.98  0.05
Au -2.03 -0.60 -1.14  0.57

Output
E_tot (eV): -14969.52989
HOMO energy (alpha / beta) (eV): -25.736 / -27.168
Gap between HOMO and LUMO (alpha / beta) (hartree): 0.269 / 0.267
Spin multiplicity: 3
Total charge: +3

10.
# C12H15N

C12H15N in the gas phase in a non-equilibrium geometry (ωB97M-V/def2-TZVPD, the Open Molecules 2025 dataset).

Each line ends with the Löwdin charge.
Positions of all 28 atoms, in Å:
C 3.25 0.54 -0.46  -0.13
C 3.16 -0.87 -0.27  -0.08
C 1.88 -1.45 0.01  -0.05
C 0.82 -0.65 0.32  -0.20
C 0.90 0.82 0.19  -0.15
C 2.14 1.37 -0.31  -0.05
C -0.30 1.66 0.31  -0.13
C -1.62 0.80 0.37  -0.35
C -2.29 0.57 -0.98  -0.23
N -1.50 -0.46 -1.66  -0.10
C -1.40 -1.53 -0.62  -0.16
C -0.47 -1.29 0.74  -0.19
C -1.37 -0.17 1.56  -0.09
H 4.31 0.91 -0.79  0.13
H 4.20 -1.39 -0.06  0.13
H 1.70 -2.40 0.48  0.11
H 2.32 2.47 -0.28  0.12
H -0.34 2.06 1.39  0.15
H -0.37 2.30 -0.50  0.09
H -2.45 1.45 0.73  0.13
H -2.25 1.66 -1.41  0.14
H -3.44 0.23 -0.90  0.15
H -0.54 0.02 -1.83  0.15
H -2.42 -2.02 -0.45  0.13
H -0.87 -2.15 -1.45  0.13
H -0.35 -2.11 1.39  0.11
H -2.14 -0.62 2.16  0.09
H -0.58 0.25 2.34  0.15

Output
E_tot (eV): -14173.60392
HOMO energy (eV): -8.517
Gap between HOMO and LUMO (hartree): 0.346
SMILES: c1ccc2c(c1)C[C@H]1CNC[C@@H]2C1

11.
# C3H7NS

C3H7NS in the gas phase in a non-equilibrium geometry (ωB97M-V/def2-TZVPD, the Open Molecules 2025 dataset).

Each line ends with the Löwdin charge.
Positions of all 12 atoms, in Å:
N 1.75 -0.95 -0.18  0.00
C 1.18 0.19 0.40  -0.38
C 0.50 1.20 -0.58  -0.16
C -0.27 0.61 0.50  -0.68
S -1.53 -0.47 -0.04  0.79
H 2.55 -1.49 0.20  0.08
H 1.06 -1.61 -0.65  0.10
H 1.87 0.61 1.24  0.17
H 0.88 2.21 -0.51  0.09
H 0.24 0.86 -1.60  0.10
H -0.47 1.10 1.39  0.07
H -2.36 0.49 -0.15  -0.17

Output
E_tot (eV): -15547.85374
HOMO energy (eV): -8.080
Gap between HOMO and LUMO (hartree): 0.333
SMILES: N[C@H]1C[C@H]1S

> Which of these has the highest E_tot?

C12H15N

> E_tot of number 9 (C3H2AuO4)?

-14969.52989 eV

> The highest E_tot belongs to which entry?

C12H15N